# 1
61
Properties=species:S:1:pos:R:3:forces:R:3:lowdin_charge:R:1 method="wB97M-V/def2-TZVPD" lumo_ha=-0.2460 orbital_gap_ha=0.0761 total_charge=+1 homo_energy_ha=-0.322
O 1.256937 -5.969667 2.716037 0.08 -0.01 -0.74 0.202
C 1.102643 -5.377537 1.708335 -0.22 -0.32 1.87 -0.550
F 1.560073 -5.938863 0.518025 -0.29 0.17 0.29 -0.124
C 0.505255 -4.049327 1.540519 -0.38 1.06 -1.05 -0.253
Si 2.070206 -2.861604 1.327608 1.49 -1.17 -0.05 0.248
I 2.247339 -1.963292 -0.937650 -0.10 -0.04 0.09 0.583
H -0.150857 -3.994811 0.672557 0.05 -0.06 -0.17 0.083
H -0.119672 -3.822379 2.397414 -0.07 -0.42 0.35 0.068
H 3.350589 -3.606412 1.685006 0.57 0.18 0.03 -0.026
H 1.966342 -1.757896 2.317612 0.15 0.09 -0.41 -0.080
Na 0.235725 -1.599966 2.983880 -0.91 0.68 0.56 0.626
C -1.368676 -1.539855 -2.146618 -0.25 0.20 0.11 -0.180
O -1.602541 -0.425749 -1.288285 0.15 -0.18 0.09 -0.131
H -0.330236 -1.825194 -2.005509 -0.11 -0.01 -0.08 -0.047
H -2.017805 -2.380685 -1.883108 0.02 -0.04 -0.13 0.078
H -1.529234 -1.278619 -3.194261 -0.02 -0.09 -0.02 0.075
H -2.516413 -0.147694 -1.392857 -0.02 0.08 0.00 0.078
C 2.762177 6.109201 3.359774 -0.57 -0.40 -0.17 -0.179
C 3.033279 4.908868 2.472716 0.44 0.36 -0.29 -0.188
O 2.758853 3.683499 3.165334 -0.22 -0.18 0.06 -0.030
C 1.475172 3.349894 3.196545 0.31 0.13 -0.01 -0.377
O 0.572384 3.982491 2.756446 -0.40 0.07 -0.12 0.181
C 1.277885 1.978118 3.862079 -0.08 0.03 0.22 -0.529
F 2.014491 1.833352 4.957219 0.11 -0.03 -0.07 0.190
F 1.619866 1.001672 2.988616 0.06 -0.21 -0.05 0.139
F 0.006255 1.783861 4.182643 -0.11 -0.01 -0.03 0.188
H 3.327787 6.005519 4.301559 -0.59 -0.80 -0.26 -0.083
H 3.049414 7.038798 2.844533 -0.20 -0.26 -0.11 0.022
H 1.708273 6.187724 3.635785 0.00 0.10 -0.03 0.103
H 4.083495 4.856613 2.193529 0.03 -0.12 0.11 0.064
H 2.449304 4.971095 1.557629 -0.13 -0.09 0.04 0.139
O -1.027514 6.135106 1.227483 -0.44 -1.70 0.25 0.035
H -0.419311 5.384981 1.379290 0.16 0.25 0.10 -0.028
C 7.320872 3.233644 2.852352 0.04 -0.02 0.07 -1.625
Br 7.093118 4.974547 2.047491 0.00 0.02 -0.01 0.548
Br 8.536014 3.299382 4.330938 0.00 0.02 0.02 0.604
Br 5.627301 2.478617 3.354383 0.07 -0.01 0.01 0.644
H 7.753542 2.589850 2.101737 0.00 -0.01 -0.06 -0.024
C -4.560778 -6.097328 -5.052570 -0.13 0.17 0.09 -0.065
C -3.700746 -5.416358 -6.094874 0.11 -0.33 0.06 -0.212
O -4.242065 -4.152426 -6.501108 0.04 -0.05 -0.10 0.047
C -4.083163 -3.147888 -5.647490 -0.17 -0.02 0.02 -0.615
O -3.514186 -3.198147 -4.584454 0.17 0.00 0.10 0.103
O -4.674185 -2.076504 -6.159647 -0.01 0.12 -0.03 0.017
C -4.669465 -0.920870 -5.316199 -0.02 0.14 -0.01 -0.028
H -5.584697 -6.195575 -5.412204 0.01 -0.08 -0.06 0.086
H -4.169838 -7.090703 -4.832206 0.00 -0.02 -0.04 0.079
H -4.587712 -5.523290 -4.128072 0.07 0.01 0.02 0.071
H -3.667748 -6.014710 -7.002143 -0.06 0.11 -0.11 0.124
H -2.675548 -5.283869 -5.748604 -0.02 0.12 0.08 0.118
H -3.658425 -0.673497 -5.001289 0.03 -0.05 0.04 0.087
H -5.304710 -1.085624 -4.448023 0.05 -0.04 0.05 0.100
H -5.073038 -0.109032 -5.911451 -0.03 -0.05 -0.08 0.097
K 2.233736 -5.953456 -1.739899 0.36 0.15 -0.61 0.932
O -3.381415 4.646236 3.245016 0.17 -0.35 -0.05 -0.295
Cl -3.381899 4.208284 1.890177 -1.70 1.71 0.06 0.679
O -1.957953 3.965583 1.480779 0.98 0.53 -0.43 -0.273
O -3.881806 5.208856 1.013095 -0.01 -0.10 0.07 -0.290
O -4.117403 2.992550 1.720704 0.89 -0.41 0.07 -0.283
Mg 4.384382 7.522558 4.515414 1.17 1.27 0.60 0.719
F 4.586334 -2.852070 1.928267 -0.53 -0.08 -0.15 -0.641

***

# 2
13
Properties=species:S:1:pos:R:3:forces:R:3:lowdin_charge:R:1 method="wB97M-V/def2-TZVPD" lumo_ha=0.0117 orbital_gap_ha=0.3151 total_charge=0 homo_energy_ha=-0.303
C 0.915917 -0.734193 0.151113 -0.53 0.70 -1.75 -0.429
C 0.005177 -1.474899 -0.675643 -1.22 -1.47 0.82 -0.096
C -1.535540 0.262111 -0.569072 -1.20 1.18 -2.37 -0.126
C -0.586895 0.993545 0.177335 1.70 -2.67 1.27 -0.443
H 2.864987 -1.627599 -0.066823 0.47 -1.10 -0.45 0.067
H 2.486645 -0.248848 1.168529 0.29 -2.89 -3.09 0.182
H 0.261815 -2.662511 -0.646508 -1.02 3.07 -0.99 0.141
H -2.516224 0.884289 -0.947970 2.52 -1.95 1.06 0.162
H -0.145821 2.157233 1.530633 -2.79 0.82 -3.81 0.247
N 2.239990 -0.991089 0.328699 -0.57 3.59 4.53 0.096
N -1.261530 -0.960423 -1.068442 2.98 -0.26 2.29 0.050
N 0.603266 0.480158 0.670591 -2.92 -0.20 -2.04 0.124
O -0.851931 2.189690 0.617975 2.28 1.16 4.53 0.023

***

# 3
6
Properties=species:S:1:pos:R:3:forces:R:3:lowdin_charge:R:1 method="wB97M-V/def2-TZVPD" lumo_ha=-0.0661 orbital_gap_ha=0.3068 total_charge=0 homo_energy_ha=-0.373
C 1.157049 -0.358586 0.054643 0.05 0.09 0.56 -0.305
O 0.643383 -1.286389 -0.446112 0.01 -0.12 -0.04 0.043
F 0.667133 0.107156 1.290194 1.31 -0.13 -1.84 -0.037
F -2.045209 1.637051 -0.522247 -0.37 -1.81 0.55 -0.758
I -2.479688 -0.247667 0.041447 0.09 1.84 -0.55 0.894
H 2.057330 0.148434 -0.417926 -1.08 0.12 1.31 0.163

***

# 4
45
Properties=species:S:1:pos:R:3:forces:R:3:lowdin_charge:R:1 method="wB97M-V/def2-TZVPD" lumo_ha=0.0300 orbital_gap_ha=0.3628 total_charge=0 homo_energy_ha=-0.333
C 4.265038 -3.277387 1.066869 -0.35 0.19 0.07 -0.049
C 3.290977 -2.558960 1.986488 0.55 0.02 0.13 -0.183
H 3.701329 -1.598384 2.313123 -0.11 -0.17 0.03 0.126
H 3.032186 -3.174212 2.849562 0.00 0.13 -0.08 0.128
O 2.041660 -2.327077 1.316315 -0.18 -0.30 0.18 0.017
C 1.953606 -1.264217 0.555485 -0.31 0.45 -0.27 -0.442
O 2.796112 -0.418665 0.409674 0.19 0.02 0.08 0.143
C 0.609873 -1.213337 -0.216205 -0.09 -0.17 -0.41 -0.279
N -0.540738 -1.475492 0.591028 -0.21 -0.09 -0.08 0.064
H -1.369225 -1.225000 0.051963 0.20 -0.06 0.03 0.116
C -0.595858 -0.932979 1.935077 0.11 0.17 0.07 -0.180
H -1.545708 -1.271772 2.350560 0.07 -0.01 0.10 0.115
H 0.200601 -1.399256 2.520699 -0.17 0.04 0.09 0.114
C -0.471043 0.592908 2.065665 0.05 -0.20 0.03 -0.103
C -1.522227 1.368600 1.319901 0.23 0.20 0.00 -0.165
C -2.859602 0.993195 1.291385 0.09 0.14 -0.05 -0.032
C -3.801028 1.740292 0.606861 -0.15 -0.04 0.01 -0.074
C -3.430839 2.895677 -0.057829 0.01 -0.02 0.01 -0.080
C -2.108580 3.300562 -0.041160 0.19 0.00 0.04 -0.022
C -1.185065 2.530681 0.637795 -0.19 -0.04 0.04 -0.241
F 0.111250 2.937691 0.626988 -0.10 -0.03 0.03 0.053
H -1.783233 4.196510 -0.546822 0.05 0.09 -0.05 0.123
H -4.165296 3.479618 -0.590888 -0.06 0.05 -0.05 0.107
H -4.830290 1.416605 0.592499 -0.10 -0.03 0.00 0.104
H -3.172015 0.100576 1.810729 -0.03 -0.13 0.06 0.113
H -0.540242 0.841376 3.129622 0.11 0.02 0.01 0.129
H 0.517382 0.906445 1.721751 -0.06 0.02 0.10 0.107
N 0.606890 0.038090 -0.957088 0.41 -0.13 0.27 0.167
C -0.461441 0.525827 -1.653182 0.56 0.17 0.11 -0.475
O -1.572761 0.055025 -1.561322 -0.47 -0.12 -0.27 0.078
C -0.100712 1.705993 -2.532437 -0.42 0.08 -0.20 -0.151
C -1.300621 2.178162 -3.341815 0.15 -0.07 0.11 -0.086
H -1.035063 3.041847 -3.946039 0.00 0.07 -0.07 0.074
H -1.646127 1.381611 -3.995284 -0.08 -0.02 -0.07 0.080
H -2.118061 2.443858 -2.676784 -0.08 0.01 -0.03 0.057
H 0.278629 2.510026 -1.898990 0.09 -0.02 0.05 0.109
H 0.709557 1.397834 -3.197558 0.06 0.02 0.07 0.122
H 1.507173 0.499189 -1.013723 -0.17 -0.04 -0.06 0.144
C 0.714634 -2.370625 -1.256620 0.12 -0.45 -0.18 -0.558
F 1.817879 -2.222346 -2.016990 0.24 0.22 0.01 0.148
F -0.316737 -2.420083 -2.095145 -0.30 0.24 0.02 0.177
F 0.808944 -3.572741 -0.684939 -0.05 -0.06 0.15 0.162
H 4.517162 -2.644553 0.219367 0.06 0.02 -0.05 0.080
H 5.173505 -3.513897 1.612845 0.11 -0.04 0.05 0.080
H 3.818127 -4.197216 0.698569 0.01 -0.10 -0.03 0.083

***

# 5
16
Properties=species:S:1:pos:R:3:forces:R:3:mulliken_spin:R:1 method="wB97M-V/def2-TZVPD" s2=2.006 lumo_ha="-0.1228 / -0.3075" orbital_gap_ha="0.2751 / 0.2179" total_charge=+1 multiplicity=3 homo_energy_ha="-0.398 / -0.525"
C -0.013805 0.854885 2.053925 -0.07 2.00 0.84 -0.012
C 0.854421 1.364714 -0.338761 0.93 -3.82 -0.47 0.313
C -0.062547 -1.019286 -1.123531 -1.41 1.13 -0.48 0.000
N 0.476976 0.616098 0.771954 1.20 -2.01 1.32 0.042
N -1.195775 0.592118 2.387975 -0.94 -0.72 -0.96 0.049
N -1.693565 1.158501 3.699884 3.19 -1.41 -1.80 -0.002
N -0.254645 0.309288 -0.392431 -2.01 0.00 0.93 0.045
O -0.907816 1.149215 4.595823 -0.11 0.25 0.84 0.001
O -2.782760 1.524634 3.563865 -2.47 0.99 0.68 0.003
I 0.032068 3.351973 -0.534720 -1.78 4.44 -0.42 1.545
H 0.654599 1.401846 2.753614 0.10 -0.46 -0.70 0.007
H 1.702222 0.973311 -0.910004 0.15 0.11 0.22 0.005
H 0.480660 -1.727614 -0.515225 -0.46 -0.22 0.48 0.001
H -1.134509 -1.318606 -1.488349 2.40 0.27 0.64 0.000
H 0.633331 -0.716642 -1.902959 -0.47 -0.48 -0.58 0.002
H -1.283593 0.601351 -0.258285 1.74 -0.08 -0.53 0.001

***

# 6
17
Properties=species:S:1:pos:R:3:forces:R:3:mulliken_spin:R:1 method="wB97M-V/def2-TZVPD" s2=0.754 lumo_ha="0.1655 / 0.1559" orbital_gap_ha="0.1398 / 0.2655" total_charge=-1 multiplicity=2 homo_energy_ha="0.026 / -0.110"
O -0.442547 -1.734669 -1.481673 -1.19 -2.02 -2.81 0.268
C 0.198684 -1.121570 -0.619850 1.67 0.70 0.82 0.436
C -0.649109 -0.546429 0.517448 3.30 1.70 -0.26 0.068
C -2.076612 -0.816666 0.391144 -1.75 -1.96 -1.70 0.074
N -0.315088 0.944064 0.647260 0.20 -0.52 -0.74 0.207
C 1.152269 1.169790 0.762849 0.40 0.20 1.79 0.104
N 1.984326 1.811029 -0.241508 0.91 -2.25 -0.04 0.183
H 1.394260 -1.206748 -0.683265 -2.04 0.40 0.99 0.038
H -0.310527 -0.946446 1.446144 0.29 -0.34 1.22 0.041
H -2.572390 -0.389054 -0.475524 0.48 0.10 -0.67 0.013
H -2.262610 -1.925376 0.282384 0.40 1.02 0.02 -0.002
H -2.739972 -0.500054 1.139860 -0.27 0.67 1.88 -0.039
H -0.419706 1.311488 -0.291455 -0.83 -0.05 -0.39 -0.190
H 1.691401 0.352700 1.285638 -0.32 -0.39 -1.29 0.036
H 1.176061 1.802710 1.612596 0.27 1.55 0.73 -0.061
H 2.313695 1.270150 -1.033158 -0.52 -0.47 0.38 -0.095
H 1.834107 2.711594 -0.579650 -1.00 1.67 0.08 -0.080

***

Across the entries above, molecular weight takes the values 970.842 111.104 193.918 364.339 257.011 102.137 g/mol, respectively.